DFT (wB97M-V/def2-TZVPD) results for a structure of composition C4H7NO in a non-equilibrium geometry.

Results
Orbital gap ... 10.268 eV
Energy relative to the best compared isomer or geometry (same formula, charge and spin) ... 402.9 kJ/mol
E_LUMO ... 0.0162 hartree
Spin multiplicity ... 1
Total energy ... -7795.46874 eV
E_HOMO ... -9.83 eV

Geometry (Å):
1 C -1.34531 -0.90953 -0.09284
2 C -0.71796 0.31122 0.40321
3 C 0.73075 0.58119 0.32984
4 C 1.84550 -0.40855 -0.15469
5 H -2.36914 -0.46487 -0.52256
6 H -0.77232 -1.49134 -0.87593
7 H -1.60712 -1.60948 0.84231
8 H -1.11732 1.00395 1.16541
9 H -0.22643 2.09987 -0.51034
10 H 1.25542 1.41950 0.96064
11 H 1.31041 -1.46554 -0.80348
12 N -0.12809 1.10982 -0.74221
13 O 3.14161 -0.17624 0.00064